*a*
7
Properties=species:S:1:pos:R:3:mulliken_spin:R:1 method="wB97M-V/def2-TZVPD" multiplicity=3 orbital_gap_ev="4.7 / 7.8" homo_energy_ev="-3.92 / -11.75"
C 0.18006 -0.51698 0.03394 0.3244
N -0.68020 0.54732 0.00396 2.1228
Cl 1.92583 0.07776 0.02164 0.2896
H 0.16503 -1.11060 -0.89901 -0.1334
H -0.03399 -1.33017 0.80331 -0.0003
H -0.68370 1.18405 0.87693 -0.2087
H -0.87303 1.14861 -0.84077 -0.3945

***

*b*
7
Properties=species:S:1:pos:R:3:mulliken_spin:R:1 method="wB97M-V/def2-TZVPD" multiplicity=3 orbital_gap_ev="6.9 / 9.4" homo_energy_ev="-5.92 / -10.57"
C -0.36109 0.13054 -0.53325 0.7473
N 0.65033 -0.43529 0.16429 0.1853
Cl -0.84209 -0.45982 -2.08084 0.1508
H -0.30343 1.21130 -0.30798 -0.0054
H -2.01245 0.03437 0.22849 0.9153
H 0.76193 -1.36165 0.49738 0.0059
H 1.26524 0.30795 0.51164 0.0007

***

*b* wins, 0.628 eV ahead of the next structure.